(1)
Here is a 2-piece molecular cluster, C7H14 overall from OMol25. Energies are from ωB97M-V/def2-TZVPD.

CARTESIAN COORDINATES (ANGSTROEM)
C  -1.116272  0.709524  -1.238170
C  -1.431014  -0.562617  -0.494626
C  -2.859405  -0.724454  -0.047568
C  -0.507226  -1.494649  -0.262232
C  2.273525  0.078543  0.931078
C  3.064770  0.018335  -0.136753
C  1.326297  1.199141  1.241814
H  -1.648038  0.742619  -2.197844
H  -1.441208  1.587604  -0.664180
H  -0.044044  0.805923  -1.435806
H  0.304042  0.813844  1.338286
H  -3.186517  0.139576  0.544520
H  -3.531509  -0.789914  -0.912718
H  -2.989990  -1.626672  0.557098
H  -0.748339  -2.411598  0.271384
H  0.521850  -1.369171  -0.588682
H  2.285557  -0.748041  1.643119
H  3.725473  -0.826668  -0.311881
H  3.081052  0.815658  -0.878119
H  1.334992  1.957593  0.451750
H  1.586006  1.685414  2.189535

Cartesian forces (eV/Å) of the 2 atoms listed first:
C 0.05 0.03 -0.02
C 0.09 -0.15 0.00

The value obtained for the HOMO energy is -9.24 eV. Its SMILES is C=C(C)C.C=CC.

***

(2)
Here is a 2-piece molecular cluster, C4H13N3O overall in a non-equilibrium geometry from OMol25. Energies are from ωB97M-V/def2-TZVPD.

CARTESIAN COORDINATES (ANGSTROEM)
C  -0.630921  0.077646  -1.587996
C  0.633867  0.693486  -0.981629
C  1.172562  -0.023830  0.244683
N  -0.339586  -2.376409  1.144534
C  -0.299153  -1.278612  1.808003
N  0.181607  -0.132699  1.307759
N  -0.314475  -1.112692  -2.368249
H  -1.307463  -0.159357  -0.747798
H  -1.121946  0.815709  -2.200109
H  0.399323  1.732296  -0.734464
H  1.398608  0.693528  -1.764295
H  1.568271  -1.014124  0.004852
H  1.972126  0.576147  0.683731
H  0.213956  -2.532573  0.309962
H  -0.777170  -1.174404  2.770150
H  0.000995  0.750015  1.838647
H  0.260473  -1.776895  -1.858983
H  -1.164941  -1.586553  -2.649050
H  0.015348  3.060721  1.660130
H  -1.111624  2.228542  1.132725
O  -0.749856  2.540063  1.987398

Cartesian forces (eV/Å) of the 2 atoms listed first:
C 0.41 -0.73 0.95
C -0.47 0.23 -0.77

The value obtained for the HOMO energy (alpha / beta) is -13.42 / -13.28 eV. Its expectation value of S² is 0.7824. Its charge is +1. The spin multiplicity is 2.

***

Going through the records in order, we get energy relative to the best compared isomer or geometry (same formula, charge and spin) values of 139.54, 143.04 kJ/mol.